A | Here is an isolated molecule of C3H6N2O2 from the Open Molecules 2025 dataset. Energies are from the ωB97M-V functional and the def2-TZVPD basis.

Results
2S+1 ... 1
SMILES string ... [H]/N=C/OCC(N)=O

```
13
C3H6N2O2 (the ωB97M-V functional and the def2-TZVPD basis)
H 1.92028 0.13330 -2.05658
N 1.25702 -0.08182 -1.31694
C 1.67253 0.37000 -0.20716
O 1.01701 0.22041 0.94490
C -0.07379 -0.70262 0.99195
C -1.43686 -0.21213 0.50481
N -1.45577 0.78092 -0.42588
O -2.43483 -0.71921 0.98420
H 2.58828 0.94309 -0.03667
H 0.19357 -1.61062 0.44183
H -0.20846 -0.94289 2.04593
H -2.37030 0.97321 -0.81055
H -0.66868 0.84836 -1.05984
```

List of natural (NBO) charges in e, atom by atom: H 0.36; N -0.76; C 0.43; O -0.48; C -0.18; C 0.65; N -0.83; O -0.61; H 0.16; H 0.22; H 0.23; H 0.40; H 0.41

=====

B | Here is C3H6N2O2 as an isolated structure from the Open Molecules 2025 dataset. Energies are from the ωB97M-V functional and the def2-TZVPD basis.

Results
2S+1 ... 1

```
13
C3H6N2O2 (the ωB97M-V functional and the def2-TZVPD basis)
C 0.18402 -0.29263 -0.10884
C -0.85769 0.55445 0.30867
N 0.59815 -0.30640 -1.45206
C -1.56515 1.43348 0.93375
O 2.32519 -0.77010 0.39997
O -1.23817 -1.40638 -0.04245
N 1.05463 -0.40830 0.91368
H 2.87598 -0.75484 1.19058
H -1.30308 -1.75171 -0.94665
H 0.06889 0.29519 -2.06388
H 1.60013 -0.21007 -1.54321
H -1.10167 2.29870 1.39787
H -2.64124 1.31862 1.01257
```

List of natural (NBO) charges in e, atom by atom: C 0.31; C 0.43; N -0.83; C -0.48; O -0.61; O -0.84; N -0.26; H 0.48; H 0.46; H 0.38; H 0.41; H 0.27; H 0.27

=====

C | Here is an isolated molecule of C3H6N2O2 from the Open Molecules 2025 dataset. Energies are from the ωB97M-V functional and the def2-TZVPD basis.

Results
2S+1 ... 1
SMILES string ... [H]/N=C/N(C)OC=O

```
13
C3H6N2O2 (the ωB97M-V functional and the def2-TZVPD basis)
H 0.32156 3.18185 0.82710
N -0.28975 2.53806 0.40325
C 0.31041 1.42857 0.23574
N -0.22648 0.18082 -0.02925
C -1.65472 0.08040 0.20305
O 0.49891 -0.80768 0.60475
C 0.83434 -1.68892 -0.20783
O 0.63636 -1.68833 -1.45477
H 1.34104 1.03361 0.80047
H -1.96113 1.33615 0.10257
H -1.86615 -0.71869 -0.46815
H -1.85879 -0.42487 1.28046
H 1.61470 -2.39251 0.25395
```

List of natural (NBO) charges in e, atom by atom: H 0.37; N -0.70; C 0.29; N -0.18; C -0.48; O -0.34; C 0.63; O -0.59; H 0.15; H 0.29; H 0.22; H 0.19; H 0.14

=====

D | Here is an isolated molecule of C3H6N2O2 from the Open Molecules 2025 dataset. Energies are from the ωB97M-V functional and the def2-TZVPD basis.

Results
2S+1 ... 1
SMILES string ... NCC(=O)NC=O

```
13
C3H6N2O2 (the ωB97M-V functional and the def2-TZVPD basis)
N -2.32542 1.02551 1.03628
C -0.90386 0.88903 0.58492
C -0.54749 -0.46858 -0.10489
O -1.42272 -1.28043 -0.39024
N 0.76994 -0.67566 -0.41178
C 1.83721 0.25307 -0.26765
O 2.94436 0.04739 -0.68539
H -3.05477 0.62339 0.35555
H -2.37207 0.42606 1.90533
H -0.21188 1.08911 1.35750
H -0.75071 1.65301 -0.14616
H 1.17527 -1.53612 -0.81128
H 1.61429 1.11884 0.29834
```

List of natural (NBO) charges in e, atom by atom: N -0.82; C -0.32; C 0.67; O -0.58; N -0.66; C 0.54; O -0.54; H 0.39; H 0.36; H 0.21; H 0.21; H 0.43; H 0.12

=====

Which structure is most stable? A, by 0.0049 hartree over the runner-up.

=====

A | Here is a 2-piece molecular cluster, C3H6N2O2 overall from the Open Molecules 2025 dataset. Energies are from the ωB97M-V functional and the def2-TZVPD basis.

Results
2S+1 ... 1
SMILES string ... C/C(C#N)=N\O.O

```
13
C3H6N2O2 (the ωB97M-V functional and the def2-TZVPD basis)
C 0.50935 0.73651 1.29855
C -0.38753 0.31934 0.16432
C -1.59141 1.03694 -0.11701
N -2.66372 1.40025 -0.31547
N -0.65665 -0.93091 -0.18100
O -0.03392 -1.92180 0.49854
H 0.57206 1.82059 1.35211
H 1.49637 0.30302 1.14362
H 0.13595 0.36145 2.25460
H -0.35636 -2.73593 0.08498
O 1.15166 -0.37879 -1.85104
H 1.26131 -0.47103 -2.80404
H 0.56287 0.46037 -1.52814
```

List of natural (NBO) charges in e, atom by atom: C -0.66; C -0.02; C 0.24; N -0.29; N 0.03; O -0.51; H 0.23; H 0.25; H 0.24; H 0.49; O -0.97; H 0.48; H 0.49

=====

B | Here is a 2-piece molecular cluster, C3H6N2O2 overall from the Open Molecules 2025 dataset. Energies are from the ωB97M-V functional and the def2-TZVPD basis.

Results
2S+1 ... 1
SMILES string ... O=c1cc[nH][nH]1.O

```
13
C3H6N2O2 (the ωB97M-V functional and the def2-TZVPD basis)
O 0.97537 1.71661 -0.34608
C -0.02213 0.99121 -0.37579
C -0.30144 -0.20050 -1.10578
C -1.33330 -0.81172 -0.50410
N -1.82551 0.01714 0.49999
N -0.97766 1.09272 0.66788
H 0.38732 -0.59674 -1.80459
H -1.85614 -1.66651 -0.78315
H -2.85808 0.12248 0.66113
H -0.80839 1.66252 1.46357
O 2.70431 -0.81079 0.23745
H 2.68238 -0.02082 0.77005
H 2.36418 -0.54461 -0.72622
```

List of natural (NBO) charges in e, atom by atom: O -0.66; C 0.59; C -0.40; C 0.05; N -0.40; N -0.45; H 0.23; H 0.22; H 0.40; H 0.42; O -0.96; H 0.48; H 0.48

=====

Which structure is most stable? B, by 0.0708 hartree over the runner-up.

=====

A | Here is a 2-piece molecular cluster, C4H12N2 overall from the Open Molecules 2025 dataset. Energies are from the ωB97M-V functional and the def2-TZVPD basis.

Results
2S+1 ... 2
<S²> ... 0.766
Net charge ... +1

```
18
C4H12N2 (the ωB97M-V functional and the def2-TZVPD basis)
C -1.75731 -2.46783 3.27894
C -0.67789 -1.63553 3.10313
N -0.55776 -0.96350 1.95615
H -2.58435 -2.48910 2.58274
H -1.87040 -3.00895 4.20634
H 0.12044 -1.44599 3.80726
H -1.29170 -1.13602 1.27335
H -0.01043 -0.11271 1.80945
C 1.07740 0.16153 -2.62589
N 1.15409 1.24486 -1.66000
C 0.46111 2.49082 -1.86208
H 0.12544 -0.37081 -2.67486
H 1.35782 0.48039 -3.63760
H 1.74694 -0.60616 -2.22572
H 2.12107 1.42236 -1.46136
H 1.08922 3.31980 -2.18771
H -0.20999 2.69811 -1.01776
H -0.29371 2.41872 -2.66435
```

List of natural (NBO) charges in e, atom by atom: C -0.14; C 0.08; N -0.53; H 0.22; H 0.24; H 0.25; H 0.42; H 0.45; C -0.41; N -0.66; C -0.43; H 0.18; H 0.18; H 0.20; H 0.36; H 0.20; H 0.18; H 0.20

=====

B | Here is an isolated ion of composition C4H12N2 and charge +1 from the Open Molecules 2025 dataset. Energies are from the ωB97M-V functional and the def2-TZVPD basis.

Results
2S+1 ... 2
<S²> ... 0.754
Net charge ... +1

```
18
C4H12N2 (the ωB97M-V functional and the def2-TZVPD basis)
C -0.39289 2.16374 1.25586
N -0.00918 1.17674 0.19195
C -1.09978 0.21218 -0.15932
C -0.57281 -0.73902 -1.24933
C 0.33068 -1.73851 -0.53289
N 1.48073 -1.01794 0.24093
H -1.51577 2.15744 1.25778
H 0.06738 3.11240 0.98556
H -0.11210 1.75724 2.22595
H 0.87634 0.68487 0.43989
H -1.40038 -0.37354 0.71572
H -1.97753 0.78073 -0.50030
H -1.28313 -1.39817 -1.75652
H 0.03186 -0.16700 -1.93932
H -0.11458 -2.24833 0.33150
H 0.87241 -2.45638 -1.13086
H 2.24587 -0.84613 -0.39819
H 1.77167 -1.68368 0.94719
```

List of natural (NBO) charges in e, atom by atom: C -0.47; N -0.13; C -0.28; C -0.44; C -0.22; N -0.85; H 0.23; H 0.27; H 0.26; H 0.44; H 0.26; H 0.25; H 0.26; H 0.23; H 0.20; H 0.22; H 0.38; H 0.39

=====

Which structure is most stable? B, by 0.0206 hartree over the runner-up.

=====

A | Here is a 2-piece molecular cluster, C4H8NO overall from the Open Molecules 2025 dataset. Energies are from the ωB97M-V functional and the def2-TZVPD basis.

Results
2S+1 ... 1
Net charge ... +1

```
14
C4H8NO (the ωB97M-V functional and the def2-TZVPD basis)
C 1.39711 -0.17447 0.31128
C 2.70617 0.63088 0.23417
C -1.51966 -1.41342 0.17562
C -1.11532 0.98660 -0.32639
N -0.79868 -0.33472 -0.41658
O 2.36277 -0.58157 -0.41262
H 2.71737 1.45553 -0.51153
H 3.36122 0.35835 1.13509
H -1.86659 -1.72463 -0.80747
H -2.28210 -1.08306 0.89536
H -0.97443 -2.32251 0.52206
H -2.25093 1.19586 -0.54949
H -0.49091 1.66908 -0.98046
H -1.24602 1.33807 0.73096
```

List of natural (NBO) charges in e, atom by atom: C 0.47; C -0.22; C -0.47; C -0.53; N -0.05; O -0.38; H 0.24; H 0.25; H 0.31; H 0.22; H 0.30; H 0.33; H 0.25; H 0.28

=====

B | Here is C4H8NO as an isolated structure from the Open Molecules 2025 dataset. Energies are from the ωB97M-V functional and the def2-TZVPD basis.

Results
2S+1 ... 1
Net charge ... +1

```
14
C4H8NO (the ωB97M-V functional and the def2-TZVPD basis)
C 1.02047 -0.34062 -0.58466
C -0.02358 0.14613 1.15506
C -1.21318 0.45527 -0.71161
C 0.74364 1.00504 0.10394
N -0.32731 -0.63541 -0.08406
O -0.32533 1.57810 -0.53479
H 1.16945 -0.25015 -1.62253
H 1.63829 -0.93324 -0.04788
H 0.63585 -0.37572 1.92807
H -0.76063 0.65314 1.62970
H -1.49895 0.10757 -1.76571
H -2.11804 0.35934 0.00482
H 1.44017 1.64142 0.44477
H -0.66407 -1.58251 0.04460
```

List of natural (NBO) charges in e, atom by atom: C -0.22; C -0.24; C 0.08; C 0.10; N -0.36; O -0.45; H 0.24; H 0.23; H 0.25; H 0.23; H 0.24; H 0.22; H 0.23; H 0.46

=====

Which structure is most stable? B, by 0.1762 hartree over the runner-up.